DFT (the ωB97M-V functional and the def2-TZVPD basis) results for a structure of composition C38H50N4P3V.

XYZ file:
```
96
C38H50N4P3V | the Open Molecules 2025 dataset | the ωB97M-V functional and the def2-TZVPD basis
V 0.46 0.43 -0.35
C -4.98 -0.06 0.39
C -3.58 0.14 0.90
C -2.93 1.35 0.72
C -1.65 1.58 1.24
C -1.00 2.93 1.12
C -1.04 0.56 1.98
C -1.67 -0.67 2.17
C -1.05 -1.75 3.01
C -2.92 -0.86 1.62
H -5.68 0.58 0.92
H -5.31 -1.09 0.51
H -5.05 0.19 -0.67
H -3.44 2.15 0.20
H -1.23 3.55 1.98
H -1.33 3.46 0.23
H 0.10 2.85 1.08
H -0.13 0.80 2.52
H -1.81 -2.29 3.57
H -0.35 -1.33 3.73
H -0.51 -2.48 2.40
H -3.44 -1.80 1.79
C -0.29 2.96 -2.96
P -0.78 1.36 -2.27
C -2.59 1.53 -2.38
C -0.45 0.17 -3.62
C -0.03 0.54 -4.90
C 0.06 -0.42 -5.90
C -0.28 -1.74 -5.63
C -0.63 -2.11 -4.34
C -0.65 -1.17 -3.33
P -0.77 -1.60 -1.56
C -2.36 -2.48 -1.45
C 0.38 -3.02 -1.37
H 0.78 2.99 -3.18
H -0.50 3.73 -2.22
H -0.85 3.20 -3.87
H -2.85 1.65 -3.43
H -2.91 2.40 -1.83
H -3.10 0.65 -1.99
H 0.18 1.57 -5.13
H 0.37 -0.13 -6.89
H -0.23 -2.48 -6.42
H -0.81 -3.16 -4.12
H -2.31 -3.40 -2.04
H -3.16 -1.86 -1.83
H -2.58 -2.74 -0.42
H 0.27 -3.76 -2.17
H 0.15 -3.50 -0.42
H 1.41 -2.69 -1.34
C 4.52 -2.12 2.58
N 4.69 -1.81 1.16
C 5.42 -0.55 1.05
N 4.79 0.56 1.78
C 4.61 0.17 3.17
N 3.85 -1.07 3.34
C 2.45 -0.92 2.94
P 2.29 -0.45 1.15
C 3.41 -1.76 0.46
C 3.53 0.94 1.16
H 5.50 -2.27 3.01
H 3.95 -3.05 2.68
H 5.51 -0.28 0.00
H 6.42 -0.70 1.47
H 4.11 0.98 3.71
H 5.60 0.01 3.61
H 1.97 -0.16 3.56
H 1.93 -1.86 3.10
H 3.56 -1.57 -0.61
H 2.91 -2.73 0.55
H 3.11 1.80 1.70
H 3.70 1.25 0.13
N 1.81 0.35 -1.48
C 2.73 0.60 -2.32
C 3.04 2.02 -2.68
C 2.84 3.07 -1.78
C 3.10 4.38 -2.14
C 3.57 4.67 -3.41
C 3.76 3.64 -4.32
C 3.50 2.33 -3.96
C 3.57 -0.47 -2.92
C 4.95 -0.30 -3.02
C 5.75 -1.32 -3.50
C 5.18 -2.52 -3.91
C 3.81 -2.69 -3.82
C 3.01 -1.67 -3.32
H 2.46 2.85 -0.78
H 2.94 5.17 -1.42
H 3.78 5.70 -3.69
H 4.11 3.86 -5.32
H 3.65 1.54 -4.68
H 5.40 0.63 -2.70
H 6.82 -1.18 -3.56
H 5.81 -3.32 -4.29
H 3.35 -3.62 -4.15
H 1.94 -1.79 -3.27
```

Calculated values
Relative energy (zero: lowest compared OMol25 entry of this formula, charge and spin) ... 0.0 kcal per mole
Electronic energy ... -3664.9143 a.u.
LUMO (alpha / beta) ... -2.3 / -2.3 eV
Largest force on an atom ... 1.592 eV Å⁻¹
2S+1 ... 2
Charge ... +1
Kohn-Sham gap (alpha / beta) ... 7.19 / 6.54 eV

DFT (the ωB97M-V functional and the def2-TZVPD basis) results for a structure of composition C14H50BeN24O18.

XYZ file:
```
107
C14H50BeN24O18 | the Open Molecules 2025 dataset | the ωB97M-V functional and the def2-TZVPD basis
Be 0.31 0.47 0.26
O -2.51 -1.64 2.90
C -1.72 -1.04 1.98
O -0.50 -1.23 1.95
O -2.16 -0.22 1.19
H -1.91 -2.33 3.21
O 1.73 -2.89 -2.02
C 1.36 -1.78 -1.50
O 0.22 -1.42 -1.67
O 2.05 -1.04 -0.82
H 2.65 -2.76 -1.80
C -4.01 -1.72 -2.40
O -4.67 -1.25 -3.34
N -4.63 -2.34 -1.44
N -2.65 -1.71 -2.35
H -4.21 -2.31 -0.53
H -5.63 -2.21 -1.49
H -2.22 -1.06 -2.99
H -2.17 -2.44 -1.83
C 4.94 0.90 -2.78
O 5.63 1.47 -3.60
N 3.79 0.36 -2.95
N 5.22 0.78 -1.52
H 3.48 0.40 -3.91
H 3.18 0.03 -2.21
H 6.14 1.10 -1.27
H 4.56 0.48 -0.82
C -0.83 -5.42 -2.50
O -0.82 -5.12 -3.65
N -0.80 -4.64 -1.51
N -1.07 -6.63 -2.07
H -0.44 -3.71 -1.65
H -0.93 -5.01 -0.57
H -1.05 -6.87 -1.09
H -1.25 -7.22 -2.86
C 1.59 -0.64 4.72
O 2.77 -0.93 4.55
N 1.13 0.55 4.49
N 0.66 -1.37 5.33
H 0.27 0.39 3.99
H 1.91 1.08 4.11
H 0.96 -2.29 5.62
H -0.21 -1.04 5.70
C 2.46 4.71 4.66
O 1.71 5.34 3.94
N 2.28 3.41 4.87
N 3.63 5.09 5.08
H 1.67 2.92 4.23
H 2.86 2.96 5.56
H 3.81 6.05 5.34
H 4.11 4.37 5.61
C 1.72 -4.71 1.51
O 2.87 -4.99 1.20
N 1.42 -3.59 2.06
N 0.81 -5.61 1.42
H 0.44 -3.33 2.03
H 2.16 -2.90 2.06
H 1.14 -6.34 0.81
H -0.15 -5.42 1.69
C -2.75 2.13 -1.81
O -1.70 1.83 -1.28
N -3.13 1.87 -3.03
N -3.60 3.03 -1.36
H -4.13 1.77 -3.07
H -2.54 1.19 -3.49
H -3.61 3.33 -0.40
H -4.22 3.39 -2.07
C 1.28 2.72 -2.47
O 1.24 1.98 -1.52
N 0.81 2.41 -3.63
N 1.74 3.91 -2.57
H 0.64 3.19 -4.25
H 0.35 1.51 -3.65
H 1.49 4.49 -3.36
H 2.18 4.25 -1.72
C -1.28 -0.52 -5.22
O -2.26 -0.08 -4.71
N -0.28 -0.97 -4.57
N -1.02 -0.76 -6.48
H -0.39 -0.88 -3.56
H 0.64 -1.13 -4.94
H -0.14 -1.16 -6.78
H -1.87 -0.74 -7.02
C -0.68 3.55 1.85
O -0.06 2.54 1.83
N -0.38 4.59 2.61
N -1.78 3.70 1.20
H 0.49 4.64 3.11
H -0.97 5.41 2.69
H -2.23 4.60 1.20
H -1.94 2.94 0.56
C 3.41 1.15 1.92
O 2.27 0.76 1.70
N 4.03 1.83 1.03
N 4.20 0.99 3.00
H 3.66 2.21 0.17
H 4.96 2.14 1.29
H 5.11 1.40 3.14
H 3.79 0.30 3.62
C -5.82 -0.22 1.20
O -6.98 -0.06 1.16
N -5.01 0.37 0.40
N -5.17 -1.11 1.92
H -4.05 0.07 0.44
H -5.43 0.93 -0.33
H -5.82 -1.76 2.34
H -4.20 -1.40 1.97
```

Calculated values
Relative energy (zero: lowest compared OMol25 entry of this formula, charge and spin) ... 14.5 kcal per mole
Electronic energy ... -3246.9513 a.u.
LUMO ... -1.0 eV
Largest force on an atom ... 8.014 eV Å⁻¹
Charge ... 0
Kohn-Sham gap ... 7.55 eV

DFT (the ωB97M-V functional and the def2-TZVPD basis) results for a cluster of 2 separate species, C15H5BrCl2N4O2 in total.

XYZ file:
```
29
C15H5BrCl2N4O2 | the Open Molecules 2025 dataset | the ωB97M-V functional and the def2-TZVPD basis
N 0.53 -3.64 1.58
C -0.17 -2.73 1.35
C -1.02 -1.61 1.10
C -1.45 -1.33 -0.17
C -1.46 -2.34 -1.18
N -1.49 -3.14 -2.03
C -2.24 -0.12 -0.46
O -2.35 0.30 -1.61
C -2.81 0.58 0.72
Cl -3.96 1.79 0.39
C -2.46 0.23 2.00
Cl -3.14 0.97 3.37
C -1.42 -0.81 2.26
O -0.93 -1.02 3.37
C 0.60 -0.83 -1.54
N 1.40 -1.91 -1.65
N 1.82 -2.95 -1.91
C 1.19 0.35 -0.96
C 0.74 1.62 -1.36
C 1.31 2.78 -0.83
C 2.32 2.65 0.15
Br 3.10 4.22 0.87
C 2.77 1.38 0.56
C 2.21 0.23 0.00
H -0.14 -0.64 -2.33
H -0.06 1.68 -2.09
H 0.98 3.75 -1.17
H 3.57 1.30 1.29
H 2.56 -0.76 0.31
```

Calculated values
Electronic energy ... -4438.3746 a.u.
LUMO ... -3.2 eV
Largest force on an atom ... 3.822 eV Å⁻¹
Charge ... 0
Kohn-Sham gap ... 5.22 eV

DFT (the ωB97M-V functional and the def2-TZVPD basis) results for an isolated molecule of C4H12N2O.

XYZ file:
```
19
C4H12N2O | the Open Molecules 2025 dataset | the ωB97M-V functional and the def2-TZVPD basis
C 1.34 -0.72 -1.15
N 1.11 -2.06 -1.57
C -0.04 -0.15 -0.33
C -0.45 -1.02 0.84
N 0.24 1.22 0.13
C -1.02 1.90 0.40
O -1.18 2.12 1.84
H 1.61 -0.09 -2.08
H 2.22 -0.65 -0.51
H 0.99 -2.73 -0.79
H 0.42 -2.00 -2.29
H -0.70 -0.18 -1.20
H 0.32 -1.17 1.60
H -1.24 -0.70 1.45
H -0.92 -2.05 0.49
H 0.83 1.34 0.95
H -1.97 1.15 0.22
H -0.89 2.86 -0.01
H -0.68 2.93 2.01
```

Calculated values
Relative energy (zero: lowest compared OMol25 entry of this formula, charge and spin) ... 66.9 kcal per mole
Electronic energy ... -344.2784 a.u.
LUMO ... 1.0 eV
SMILES ... C[C@H](CN)NCO
Largest force on an atom ... 3.813 eV Å⁻¹
Charge ... 0
Kohn-Sham gap ... 9.43 eV

DFT (the ωB97M-V functional and the def2-TZVPD basis) results for a structure of composition CHI2O2S2.

XYZ file:
```
8
CHI2O2S2 | the Open Molecules 2025 dataset | the ωB97M-V functional and the def2-TZVPD basis
C 0.35 2.30 -0.16
O 0.27 -2.64 0.84
O -1.22 -2.31 -1.16
S -2.11 -1.34 1.55
S -0.77 -1.91 0.18
I 0.63 0.13 -0.76
I 2.38 2.87 0.63
H 0.47 2.90 -1.12
```

Calculated values
Relative energy (zero: lowest compared OMol25 entry of this formula, charge and spin) ... 65.3 kcal per mole
Electronic energy ... -1580.9002 a.u.
LUMO ... 1.9 eV
Largest force on an atom ... 2.489 eV Å⁻¹
Charge ... -1
Kohn-Sham gap ... 6.39 eV

DFT (the ωB97M-V functional and the def2-TZVPD basis) results for a structure of composition C38H32F10N6OSeTi.

XYZ file:
```
89
C38H32F10N6OSeTi | the Open Molecules 2025 dataset | the ωB97M-V functional and the def2-TZVPD basis
Ti 0.21 0.21 0.33
O -3.53 -0.46 1.85
C -2.38 -0.62 1.42
N -1.83 0.03 0.37
C -2.74 0.80 -0.43
C -1.97 1.46 -1.53
C -2.61 2.01 -2.64
C -1.85 2.59 -3.64
C -0.46 2.60 -3.51
C 0.09 2.02 -2.39
N -0.64 1.46 -1.42
C -1.41 -1.60 1.97
C -1.77 -2.62 2.82
C -0.92 -3.70 3.04
C 0.25 -3.76 2.24
C 0.56 -2.71 1.42
N -0.16 -1.55 1.35
H -3.29 1.56 0.15
H -3.50 0.14 -0.87
H -3.68 1.95 -2.71
H -2.32 3.01 -4.51
H 0.18 3.04 -4.27
H 1.17 2.00 -2.25
H -2.76 -2.57 3.25
H -1.20 -4.52 3.69
H 0.87 -4.64 2.22
H 1.41 -2.78 0.74
C 2.77 1.84 1.49
N 2.08 0.57 1.73
C 2.98 -0.54 1.45
C 3.25 -0.57 -0.05
N 1.99 -0.35 -0.77
C 2.04 -0.58 -2.12
C 3.15 -0.44 -2.98
F 4.34 0.02 -2.52
C 3.08 -0.67 -4.34
F 4.19 -0.50 -5.09
C 1.90 -1.05 -4.94
F 1.84 -1.26 -6.27
C 0.78 -1.21 -4.14
F -0.37 -1.57 -4.70
C 0.86 -0.99 -2.78
F -0.24 -1.17 -2.05
C 1.48 0.55 3.06
C 0.17 1.39 3.05
N -0.05 1.88 1.69
C -0.94 2.89 1.54
C -2.09 3.15 2.31
F -2.42 2.34 3.34
C -2.96 4.19 2.05
F -4.05 4.36 2.82
C -2.74 5.05 1.00
F -3.59 6.07 0.73
C -1.60 4.87 0.23
F -1.32 5.74 -0.76
C -0.73 3.84 0.52
F 0.42 3.80 -0.18
H 3.72 1.87 2.04
H 2.13 2.66 1.81
H 2.96 1.97 0.43
H 2.50 -1.45 1.79
H 3.93 -0.43 2.00
H 3.69 -1.54 -0.31
H 4.01 0.18 -0.29
H 2.18 0.93 3.81
H 1.25 -0.49 3.30
H 0.26 2.23 3.75
H -0.64 0.75 3.41
C -2.34 -5.35 -7.64
C -2.54 -4.79 -6.26
C -3.01 -3.50 -6.05
C -3.22 -2.98 -4.78
C -3.70 -1.55 -4.69
C -2.96 -3.75 -3.63
Se -3.21 -3.09 -1.86
C -2.46 -5.06 -3.84
C -2.13 -5.94 -2.67
C -2.27 -5.55 -5.12
H -2.51 -4.58 -8.40
H -3.02 -6.18 -7.85
H -1.32 -5.73 -7.78
H -3.22 -2.87 -6.92
H -4.62 -1.41 -5.27
H -2.95 -0.86 -5.09
H -3.90 -1.29 -3.65
H -1.41 -5.44 -2.02
H -1.73 -6.90 -3.01
H -3.01 -6.10 -2.04
H -1.89 -6.56 -5.24
```

Calculated values
Relative energy (zero: lowest compared OMol25 entry of this formula, charge and spin) ... 6.5 kcal per mole
Electronic energy ... -6120.6738 a.u.
LUMO (alpha / beta) ... 3.9 / 3.9 eV
Largest force on an atom ... 0.489 eV Å⁻¹
2S+1 ... 3
Charge ... -2
Kohn-Sham gap (alpha / beta) ... 4.02 / 4.61 eV

DFT (the ωB97M-V functional and the def2-TZVPD basis) results for a cluster of 5 separate species, C2H12O5 in total.

XYZ file:
```
19
C2H12O5 | the Open Molecules 2025 dataset | the ωB97M-V functional and the def2-TZVPD basis
O -1.62 1.14 -0.50
C -2.68 0.19 -0.19
C -2.18 -1.09 0.22
H -3.19 0.75 0.58
H -1.62 -1.70 -0.48
H -2.64 -1.58 1.06
H -3.22 0.19 -1.16
H 1.06 -0.93 1.26
H -0.48 -0.56 1.11
O 0.35 -0.32 1.56
H 2.63 0.42 -2.12
H -0.76 0.72 -0.68
O 1.98 0.21 -1.42
H 2.45 -1.02 -0.59
H 3.43 -1.65 0.58
O 2.55 -1.61 0.19
H 0.76 2.51 0.74
H 1.66 1.75 -0.30
O 1.51 2.59 0.14
```

Calculated values
Relative energy (zero: lowest compared OMol25 entry of this formula, charge and spin) ... 135.5 kcal per mole
Electronic energy ... -459.0590 a.u.
LUMO (alpha / beta) ... -9.1 / -9.1 eV
Largest force on an atom ... 3.413 eV Å⁻¹
2S+1 ... 2
Charge ... +1
Kohn-Sham gap (alpha / beta) ... 5.10 / 5.06 eV

DFT (the ωB97M-V functional and the def2-TZVPD basis) results for a cluster of 2 separate species, C5H13NO in total.

XYZ file:
```
20
C5H13NO | the Open Molecules 2025 dataset | the ωB97M-V functional and the def2-TZVPD basis
C 2.74 -0.92 -1.04
C 1.91 0.19 -0.41
C 0.39 0.13 -0.66
C -0.40 0.80 0.18
N -1.82 0.86 0.12
C -0.11 -0.79 -1.73
H 3.75 -0.91 -0.66
H 2.40 -1.95 -0.90
H 2.83 -0.76 -2.12
H 2.08 0.21 0.66
H 2.20 1.15 -0.84
H -0.01 1.26 1.08
H -2.17 0.45 -0.74
H -2.12 1.82 0.15
H 0.49 -0.70 -2.64
H -1.13 -0.60 -2.05
H -0.06 -1.83 -1.41
H -3.03 0.20 3.46
H -2.17 0.29 2.19
O -2.20 -0.10 3.08
```

Calculated values
Relative energy (zero: lowest compared OMol25 entry of this formula, charge and spin) ... 23.8 kcal per mole
Electronic energy ... -328.2809 a.u.
LUMO ... 0.9 eV
SMILES ... CC/C(C)=C/N.O
Largest force on an atom ... 0.999 eV Å⁻¹
Charge ... 0
Kohn-Sham gap ... 9.10 eV

DFT (the ωB97M-V functional and the def2-TZVPD basis) results for an isolated molecule of C5H11NO2.

XYZ file:
```
19
C5H11NO2 | the Open Molecules 2025 dataset | the ωB97M-V functional and the def2-TZVPD basis
C 0.51 -0.67 -1.16
C -1.50 -0.24 0.30
C 1.74 -0.06 -1.76
C 0.48 1.30 0.51
C 0.04 -0.12 0.21
N -1.95 0.19 1.61
O -0.05 -1.62 -1.65
O 0.65 -0.97 1.17
H 0.37 -1.88 1.01
H -1.46 -0.34 2.33
H -2.94 0.02 1.72
H -1.95 0.42 -0.45
H -1.78 -1.27 0.05
H 2.00 -0.59 -2.67
H 1.57 0.99 -1.98
H 2.55 -0.12 -1.04
H 1.56 1.35 0.63
H 0.15 1.98 -0.28
H 0.01 1.61 1.44
```

Calculated values
Relative energy (zero: lowest compared OMol25 entry of this formula, charge and spin) ... 21.0 kcal per mole
Electronic energy ... -402.3446 a.u.
LUMO ... 0.8 eV
SMILES ... CC(=O)[C@](C)(O)CN
Largest force on an atom ... 0.749 eV Å⁻¹
Charge ... 0
Kohn-Sham gap ... 10.05 eV

Q: The highest electronic energy belongs to which entry?
A: C5H13NO

Q: Which of these has the highest electronic energy?
A: C5H13NO